[1]
DFT (ωB97M-V/def2-TZVPD) results for a structure of composition C60H51N6O5PtS.

The geometry in XYZ format:
```
124
Properties=species:S:1:pos:R:3:forces:R:3:lowdin_charge:R:1
Pt 0.442564 -0.171122 0.176122 0.3 0.4 -0.4 1.17
C 4.485431 7.430719 -4.393730 0.0 0.0 0.0 -0.06
O 4.433670 6.104361 -4.901431 0.1 0.1 0.0 -0.06
C 3.845440 5.158544 -4.147979 -0.1 0.0 0.1 -0.28
C 3.182329 5.408079 -2.947912 0.0 0.0 0.0 0.00
C 2.622074 4.355611 -2.242224 0.0 -0.1 -0.1 -0.01
C 2.701278 3.042528 -2.709120 0.1 0.0 0.0 -0.18
C 3.372650 2.811500 -3.917649 0.0 0.0 0.1 -0.02
C 3.934206 3.850189 -4.625340 0.0 -0.1 -0.1 0.02
C 2.131518 1.953228 -1.894178 0.0 -0.2 0.0 -0.02
C 1.320454 0.987883 -2.468983 0.1 0.3 -0.1 -0.22
C 1.060329 0.871754 -3.862369 -0.1 0.1 0.1 0.01
C 0.616992 -0.395279 -4.070658 -0.1 -0.2 -0.1 0.01
C 0.537984 -1.019242 -2.794510 0.3 0.2 0.0 -0.19
N 0.903537 -0.166622 -1.823831 0.0 -0.2 0.1 -0.02
C 0.178939 -2.393509 -2.535523 -0.1 0.0 0.3 -0.01
C -0.481327 -2.719907 -1.389065 0.0 0.1 -0.6 -0.22
C -1.258753 -3.919664 -1.244504 0.1 -0.2 0.3 0.04
C -1.898746 -3.816076 -0.058309 -0.1 -0.3 -0.1 0.02
C -1.493943 -2.570032 0.503168 0.5 0.0 0.2 -0.34
C -2.387610 -0.909788 2.144071 0.2 -0.3 0.2 -0.19
C -3.498586 -1.100951 3.186041 0.1 0.0 0.0 -0.19
C -4.770757 -0.543362 3.066852 0.1 0.1 0.0 -0.01
C -5.733993 -0.749673 4.034555 -0.1 0.1 0.0 0.03
C -5.450391 -1.506971 5.167002 0.1 0.0 0.0 -0.28
O -6.468688 -1.699773 6.031769 0.0 0.0 0.1 -0.07
C -6.186169 -2.371487 7.249420 0.0 0.0 0.0 -0.07
C -4.157534 -1.993592 5.346349 0.1 0.0 0.1 0.00
C -3.201229 -1.770338 4.365592 -0.1 0.0 -0.1 -0.06
C -1.386723 0.062687 2.709689 0.2 0.0 -0.4 -0.20
N -0.224777 0.329188 2.137125 -0.5 -0.2 -0.3 -0.03
C 0.463222 1.129324 3.048486 0.5 0.0 0.1 -0.24
C 1.712017 1.643826 2.885672 -0.4 0.3 -0.2 -0.03
C 2.282389 2.496988 3.965840 0.2 0.0 -0.1 -0.23
C 2.180786 3.878422 3.851928 0.0 0.0 0.0 -0.02
C 2.795552 4.720181 4.768316 0.0 0.0 0.0 0.00
C 3.540886 4.174533 5.812024 -0.1 0.0 -0.1 -0.28
O 4.229079 4.902690 6.717686 0.0 0.0 0.1 -0.07
C 4.282761 6.308509 6.537932 0.0 0.0 0.0 -0.07
C 3.604853 2.791854 5.957941 0.0 -0.1 0.1 0.01
C 2.977659 1.963572 5.047301 0.0 -0.1 0.0 -0.01
C 2.369762 1.677974 1.626661 0.4 0.0 0.0 -0.22
C 3.567778 2.396119 1.372832 -0.1 -0.1 0.2 0.01
C 3.639273 2.568151 0.021415 -0.1 0.0 -0.3 0.01
C 2.502917 1.917292 -0.531656 0.2 0.2 0.0 -0.23
N 1.783519 1.319697 0.456801 -0.3 -0.1 -0.1 -0.03
C -0.351550 1.368177 4.196817 -0.2 -0.1 0.0 0.04
C -1.518202 0.718408 3.975688 -0.1 0.0 0.2 0.02
N -0.671150 -1.895798 -0.285050 -0.6 0.4 0.4 0.01
C 0.623473 -3.482300 -3.416825 0.1 -0.1 -0.1 -0.17
C 1.243578 -4.581771 -2.810732 0.0 0.2 -0.1 -0.01
C 1.829388 -5.595261 -3.553302 -0.1 -0.1 0.0 0.00
C 1.798290 -5.532969 -4.942250 0.0 0.1 0.1 -0.28
O 2.377653 -6.426665 -5.757816 0.1 -0.1 -0.1 -0.06
C 3.242305 -7.400478 -5.181000 -0.1 0.0 0.0 -0.06
C 1.128813 -4.474399 -5.564388 0.0 -0.1 -0.1 0.02
C 0.563770 -3.469288 -4.819619 -0.1 0.0 0.0 -0.01
H 5.033212 8.009873 -5.129558 0.0 0.0 0.0 0.10
H 5.014198 7.465494 -3.438848 0.0 0.0 0.0 0.10
H 3.485637 7.851983 -4.273134 0.0 0.0 0.0 0.10
H 3.095596 6.412476 -2.558811 0.0 0.0 0.0 0.11
H 2.089197 4.557934 -1.321916 0.1 0.0 0.0 0.13
H 3.495614 1.797123 -4.274430 0.0 0.0 0.0 0.12
H 4.463802 3.673769 -5.552986 0.0 0.0 0.0 0.13
H 1.203283 1.651084 -4.591319 0.0 -0.1 0.0 0.12
H 0.328791 -0.829434 -5.010024 0.1 0.0 0.0 0.10
H -1.334614 -4.704878 -1.979400 0.0 0.1 0.0 0.13
H -2.600301 -4.503240 0.386739 0.0 0.1 0.0 0.11
H -5.025615 0.069811 2.212422 0.0 0.0 0.0 0.13
H -6.723160 -0.320837 3.933440 0.0 0.0 0.0 0.13
H -7.115443 -2.380750 7.809806 0.0 0.0 0.0 0.10
H -5.423735 -1.842505 7.824747 0.0 0.0 0.0 0.10
H -5.864748 -3.400178 7.071270 0.0 0.0 0.0 0.10
H -3.878168 -2.524651 6.246499 0.0 0.0 0.0 0.11
H -2.186888 -2.104360 4.547713 0.0 -0.1 0.0 0.12
H 1.609457 4.303496 3.034360 0.1 0.0 0.0 0.13
H 2.692349 5.790489 4.657637 0.0 0.0 0.0 0.11
H 4.950738 6.683955 7.306143 0.0 0.0 0.0 0.09
H 3.298262 6.765613 6.662451 0.0 0.0 0.0 0.10
H 4.680903 6.566552 5.553826 0.0 0.0 0.0 0.10
H 4.167864 2.385498 6.788607 0.0 0.0 0.0 0.12
H 3.043902 0.887825 5.163579 0.0 0.0 0.0 0.13
H 4.257113 2.731984 2.131105 -0.1 0.1 0.0 0.12
H 4.400568 3.074061 -0.550247 0.0 0.0 0.0 0.12
H -0.074610 1.977566 5.042577 0.0 0.0 -0.1 0.13
H -2.379974 0.686745 4.620605 0.0 0.0 -0.1 0.12
H 1.311453 -4.614866 -1.731261 0.1 0.0 0.0 0.12
H 2.307705 -6.416810 -3.039894 0.0 0.0 0.0 0.11
H 3.763126 -7.866148 -6.010677 0.0 0.0 0.0 0.10
H 2.677056 -8.158829 -4.636415 0.0 0.0 0.0 0.10
H 3.967611 -6.932217 -4.513523 0.0 0.0 0.0 0.10
H 1.077541 -4.468936 -6.645576 0.0 0.0 0.0 0.13
H 0.032116 -2.688156 -5.340525 0.0 0.0 0.0 0.10
C -2.286669 -5.979657 2.906059 0.1 0.1 0.0 -0.07
C -2.196159 -4.535381 3.389165 0.2 -0.2 0.0 -0.20
N -0.850938 -3.950929 3.244546 -0.5 0.1 -0.2 -0.10
C 0.226418 -4.704893 3.897341 0.1 0.0 0.0 -0.24
C 1.009162 -5.604247 2.946075 -0.1 0.0 0.0 -0.08
C -0.572850 -2.829225 2.555306 0.3 -0.3 0.3 -0.65
S 0.999317 -2.307893 2.336606 -0.3 -0.4 0.5 0.78
N -1.731740 -2.245582 1.850410 0.1 0.3 -0.3 0.03
C -2.947154 -0.380223 0.767430 -0.2 -0.5 0.1 -0.29
O -2.406831 0.546740 0.230888 -0.1 0.5 0.1 0.10
C -4.128629 -1.045603 0.126820 0.0 -0.2 -0.2 -0.16
C -4.685659 -0.402898 -0.979723 0.0 0.0 0.1 0.00
C -5.803038 -0.925808 -1.609047 0.0 0.0 0.0 -0.06
C -6.380293 -2.096625 -1.135039 0.0 0.0 0.0 -0.06
C -5.813601 -2.760964 -0.055824 0.0 -0.1 0.0 -0.06
C -4.684635 -2.249482 0.561243 0.0 0.0 0.0 -0.04
H -3.322310 -6.311919 2.985628 0.0 0.0 0.0 0.09
H -1.672798 -6.649580 3.507213 0.0 0.0 0.0 0.07
H -1.972983 -6.069419 1.865429 0.0 0.0 0.0 0.07
H -2.468099 -4.498946 4.446825 0.0 0.1 0.0 0.12
H -2.891533 -3.914612 2.842070 -0.1 0.1 0.0 0.09
H -0.236252 -5.300959 4.685023 0.0 0.0 0.0 0.12
H 0.901852 -3.989904 4.361822 0.0 0.0 0.0 0.09
H 0.368177 -6.356529 2.487807 0.0 0.0 0.0 0.06
H 1.799609 -6.111118 3.501476 0.0 0.0 0.0 0.08
H 1.471778 -5.011663 2.158407 0.0 0.0 0.0 0.04
H -4.231685 0.517181 -1.322360 0.0 0.0 0.0 0.12
H -6.230983 -0.418752 -2.464353 0.0 0.0 0.0 0.11
H -7.266362 -2.496876 -1.611625 0.0 0.0 0.0 0.11
H -6.258167 -3.677838 0.310335 0.0 0.0 0.0 0.11
H -4.233525 -2.794947 1.379546 -0.1 0.1 0.1 0.10
```
Positions in Å, forces in eV/Å.

HOMO energy (spin up / spin down) = -9.53 / -9.53 eV
Total charge = +1
Electronic energy = -3539.0041 a.u.
Orbital gap (spin up / spin down) = 5.3909 / 5.3903 eV

[2]
DFT (ωB97M-V/def2-TZVPD) results for an isolated molecule of C6H10OSe.

The geometry in XYZ format:
```
18
Properties=species:S:1:pos:R:3:forces:R:3:lowdin_charge:R:1
C -0.114336 -0.248399 0.428596 0.5 -2.0 2.0 -0.52
C 1.216163 0.210798 1.063957 -1.6 0.2 -1.0 -0.13
C 2.263874 0.113201 -0.029029 3.0 1.7 4.3 -0.32
C 2.327838 1.160245 -0.977157 -1.5 1.8 -2.2 0.01
C -1.044270 0.764733 0.360611 -2.9 1.3 -1.1 -0.34
C -3.178360 -1.287676 -0.523383 2.8 -1.5 1.9 -0.41
O -0.419080 -1.463132 0.282283 1.1 1.5 -0.2 -0.01
Se -2.912403 0.450599 0.175265 0.4 1.7 0.8 1.04
H 1.034543 1.204847 1.510881 0.5 -0.2 -0.6 0.12
H 1.426481 -0.416575 1.896566 0.3 -0.9 0.5 0.11
H 3.241816 0.172595 0.571066 -0.7 -0.2 -0.6 0.14
H 2.274712 -0.821282 -0.430033 -0.3 -2.7 -1.3 0.08
H 1.920206 0.874361 -1.962571 0.5 0.7 0.2 0.06
H 2.237699 2.228706 -0.671900 0.3 -1.0 -0.3 0.07
H -0.826721 1.850379 0.386388 -0.1 -0.9 0.2 0.07
H -2.421880 -1.980585 -0.021674 -1.4 0.8 -0.7 0.05
H -4.156569 -1.649189 -0.566492 -1.7 -0.1 0.6 0.01
H -2.869707 -1.163623 -1.493377 0.9 -0.1 -2.5 -0.02
```
Positions in Å, forces in eV/Å.

Expectation value of S² = 2.016
2S+1 = 3
HOMO energy (spin up / spin down) = -8.05 / -9.29 eV
Total charge = 0
Electronic energy = -2711.1197 a.u.
Orbital gap (spin up / spin down) = 8.8220 / 7.9078 eV